1.
Below is a molecular structure, C27H46BaBrN3OP2 at a distorted geometry, with properties calculated with ωB97M-V/def2-TZVPD.

Cartesian coordinates (Å):
N -4.745 -1.564 3.503
C -4.614 -0.433 4.202
C -5.004 0.812 3.700
C -5.475 0.875 2.358
C -5.763 -0.348 1.702
C -5.343 -1.531 2.310
C -5.407 2.103 1.583
Ba -0.339 1.803 -0.356
P 3.884 -0.540 -1.763
C -5.343 2.067 0.208
C -4.329 2.770 -0.549
C -3.928 2.275 -1.821
C -2.727 2.756 -2.410
C -2.011 3.574 -1.592
C -2.448 4.346 -0.561
C -3.631 3.849 0.062
Br 2.238 3.134 -0.715
H -5.222 3.027 2.152
H -6.008 1.413 -0.375
H -4.890 1.709 4.311
H -6.264 -0.385 0.724
H -4.241 -0.507 5.221
H -5.530 -2.490 1.819
H -4.552 1.529 -2.325
H -4.026 4.255 0.995
H -2.405 2.503 -3.427
H -1.947 5.257 -0.204
P -0.758 -1.515 -0.024
C 4.625 0.861 -0.784
C 5.291 1.976 -1.590
H 5.315 0.456 -0.028
H 3.750 1.304 -0.264
H 5.065 2.926 -1.094
H 6.386 1.877 -1.633
H 4.889 2.029 -2.610
C 3.261 0.202 -3.382
C 4.211 0.416 -4.563
H 2.728 1.124 -3.106
H 2.513 -0.558 -3.685
H 3.633 0.829 -5.400
H 5.025 1.120 -4.359
H 4.639 -0.528 -4.919
C 5.411 -1.407 -2.347
C 6.732 -0.774 -1.948
H 5.363 -1.563 -3.430
H 5.339 -2.407 -1.897
H 7.554 -1.491 -2.057
H 6.968 0.101 -2.564
H 6.728 -0.452 -0.903
C 0.429 -2.754 0.658
C 1.897 -2.400 0.470
H 0.186 -3.723 0.190
H 0.203 -2.842 1.732
H 2.511 -3.253 0.776
H 2.159 -2.161 -0.570
H 2.185 -1.543 1.090
C -0.551 -1.852 -1.832
C -1.528 -1.093 -2.730
H -0.679 -2.941 -1.933
H 0.495 -1.615 -2.094
H -1.513 -1.543 -3.729
H -2.562 -1.143 -2.365
H -1.263 -0.031 -2.855
C -2.358 -2.389 0.257
C -2.519 -3.115 1.585
H -2.491 -3.091 -0.581
H -3.128 -1.607 0.159
H -3.445 -3.699 1.563
H -1.698 -3.809 1.789
H -2.608 -2.428 2.433
C 2.719 0.534 3.725
N 1.390 -0.030 3.855
C 0.309 0.248 3.093
N -0.862 -0.247 3.596
O 0.347 0.861 1.994
H 2.999 0.675 2.675
H 3.428 -0.162 4.186
H 2.804 1.492 4.267
H 1.158 -0.477 4.736
H -1.742 0.000 3.173
H -0.871 -0.648 4.524

Forces on the atoms, in the same order (eV/Å):
0.205 -0.133 0.370
-0.769 0.190 -0.535
-0.004 -0.080 -0.977
-0.645 -1.054 0.440
0.340 -0.205 0.523
-0.577 0.593 0.001
-0.189 0.544 -1.049
0.321 -0.711 1.036
3.186 2.415 -2.175
-0.988 0.072 1.032
0.575 0.949 -0.124
0.235 0.407 0.120
-1.104 -0.894 0.384
0.242 1.933 -1.757
-1.282 -0.245 1.633
0.702 -0.066 -1.017
-0.221 0.194 -0.209
0.720 -0.555 -0.336
0.902 -0.462 0.441
0.060 -0.151 -0.291
0.430 0.062 0.535
0.076 -0.117 -0.167
0.157 0.261 0.188
0.239 0.299 0.133
0.292 0.133 -0.421
-0.115 -0.160 0.503
-0.033 -0.604 -0.061
0.079 -0.236 -0.114
-1.257 -0.234 1.498
0.242 0.184 -0.592
-0.509 -0.030 -0.197
0.636 -0.271 -0.087
-0.076 -0.233 -0.126
-0.501 -0.110 -0.037
0.244 0.263 0.414
-1.340 -0.671 0.584
0.455 -0.126 -0.085
0.064 -0.229 -0.010
0.012 0.506 -0.076
-0.008 -0.089 0.283
-0.190 -0.261 0.003
-0.101 0.302 0.039
-0.544 -1.525 0.410
0.509 0.377 0.185
-0.243 0.003 0.335
0.232 -0.033 -0.154
-0.298 0.031 -0.085
-0.078 -0.296 0.105
0.209 -0.176 -0.245
-0.265 0.095 0.016
0.212 -0.120 0.311
0.125 0.222 0.169
0.166 -0.007 -0.328
0.048 0.192 -0.109
-0.155 -0.145 0.025
-0.076 -0.039 -0.068
0.206 -0.273 0.285
-0.002 -0.148 -0.217
0.073 0.294 -0.252
-0.290 -0.105 -0.072
-0.085 0.235 0.120
0.218 -0.013 -0.036
-0.030 -0.167 0.075
-0.238 0.279 -0.327
-0.104 -0.071 0.250
-0.016 0.115 0.190
-0.004 -0.354 -0.001
0.183 0.065 0.060
-0.198 0.061 -0.088
0.101 -0.123 -0.163
0.421 0.280 0.191
-0.556 -0.203 0.078
-0.227 0.261 -0.470
0.296 0.058 -0.081
0.056 -0.232 0.952
-0.253 -0.003 0.248
-0.138 0.115 -0.184
-0.054 -0.276 -0.359
0.417 0.175 -0.253
0.132 -0.029 0.026
-0.258 0.104 -0.256

**Total charge**: +2
**E_LUMO (alpha / beta)**: -0.2278 / -0.3219 Eh
**Orbital gap (alpha / beta)**: 6.55 / 4.00 eV
**Relative energy (zero: lowest compared OMol25 entry of this formula, charge and spin)**: 243.0 kJ/mol
**Energy**: -4577.551108 Ha



2.
Below is 2 unconnected molecules or ions with the total composition C32H53NO9PS at a distorted geometry, with properties calculated with ωB97M-V/def2-TZVPD.

Cartesian coordinates (Å):
C 3.152 -4.906 1.363
C 2.064 -4.181 1.940
C 1.067 -2.956 2.324
C 1.595 -1.398 2.322
C 3.135 -1.032 2.715
O 3.785 -0.036 1.851
C 4.637 0.875 2.632
C 4.599 2.330 1.825
C 0.847 -0.631 1.046
C 0.693 0.889 1.639
C 1.116 2.097 0.613
C -0.187 2.439 -0.345
C 1.281 -0.920 -0.483
C 2.695 -1.683 -0.754
C 3.818 -0.796 -1.553
C 3.412 -0.272 -3.035
S 2.259 -1.335 -4.034
O 2.328 -0.786 -5.513
O 0.737 -1.179 -3.643
O 2.649 -2.986 -4.139
C -0.591 -1.468 1.250
O -1.727 -1.182 0.385
C -2.812 -0.457 1.060
C -3.936 0.056 -0.067
C -3.742 1.676 -0.282
C -5.492 -0.212 0.422
C -6.611 0.184 -0.755
C -5.812 -1.780 0.812
N -0.368 -2.911 1.767
P -1.052 -4.283 0.903
C -0.103 -4.977 -0.551
C -0.188 -4.108 -1.974
C -2.939 -4.211 0.668
C -3.399 -3.955 -0.911
H 4.088 -5.426 0.833
H 0.882 -3.136 3.484
H 1.002 -0.969 3.267
H 3.152 -0.772 3.867
H 3.759 -2.043 2.618
H 4.213 1.122 3.715
H 5.711 0.412 2.710
H 3.755 2.961 2.337
H 4.298 2.066 0.720
H 5.677 2.799 1.930
H 1.331 1.086 2.629
H -0.427 1.131 1.973
H 2.104 1.883 -0.007
H 1.265 3.066 1.295
H -1.093 2.661 0.392
H 0.036 3.361 -1.033
H -0.427 1.444 -0.941
H 1.275 0.030 -1.211
H 0.436 -1.620 -0.954
H 2.472 -2.618 -1.465
H 3.224 -2.140 0.184
H 4.847 -1.384 -1.616
H 4.026 0.169 -0.889
H 4.417 -0.152 -3.666
H 2.948 0.826 -2.996
H 3.222 -3.310 -3.388
H -0.943 -0.963 2.274
H -2.483 0.518 1.626
H -3.299 -1.160 1.876
H -3.683 -0.500 -1.089
H -3.493 2.248 0.728
H -2.847 1.927 -1.013
H -4.696 2.210 -0.737
H -5.693 0.499 1.356
H -7.578 -0.484 -0.550
H -6.888 1.314 -0.555
H -6.171 0.017 -1.830
H -5.598 -2.428 -0.156
H -5.209 -2.193 1.725
H -6.955 -1.915 1.085
H -0.937 -2.909 2.672
H -0.615 -6.018 -0.842
H 1.032 -5.226 -0.414
H 0.894 -3.850 -2.350
H -0.873 -3.149 -1.813
H -0.695 -4.748 -2.825
H -3.465 -3.482 1.429
H -3.361 -5.299 0.924
H -4.558 -4.167 -0.972
H -3.156 -2.818 -1.150
H -2.893 -4.706 -1.665
C 2.269 7.186 -0.900
C 1.503 6.084 -0.830
C 0.008 6.381 -0.886
O -0.874 5.517 -0.909
C -0.426 7.803 -0.907
C 0.341 8.906 -0.963
C 1.836 8.603 -1.016
O 2.716 9.460 -1.144
O -0.031 10.120 -0.982
O 1.876 4.874 -0.732
H 3.348 7.074 -0.878
H -1.503 7.918 -0.875

Forces on the atoms, in the same order (eV/Å):
-7.336 5.634 3.642
7.640 -3.717 -5.321
2.261 -1.232 3.144
-1.056 1.072 0.050
0.819 -2.101 0.041
-0.970 -0.539 2.675
0.221 1.702 -0.118
0.193 -1.483 0.659
-0.747 -1.503 1.383
0.038 1.718 -0.144
-1.172 0.822 0.323
0.666 -0.772 0.613
0.022 -0.287 -1.427
0.658 -0.796 -0.940
0.243 0.468 0.954
1.968 0.965 0.877
-6.352 3.180 -6.154
1.114 -2.512 5.594
5.997 -1.344 0.256
0.775 1.623 1.508
-1.240 5.432 3.037
1.607 -0.816 1.108
-1.887 0.805 0.488
0.163 0.359 0.105
0.340 0.747 -0.357
-0.358 -0.405 0.002
0.286 0.230 1.259
-0.206 0.109 -0.349
-0.469 1.913 0.110
-0.379 -4.668 0.894
0.256 -0.068 -3.492
-0.388 0.049 -0.177
-1.431 -0.394 -1.419
-0.481 0.468 0.676
-2.737 1.219 1.756
0.498 -0.023 -2.487
1.023 -0.914 -2.216
0.031 -0.109 -2.475
-1.208 1.922 0.237
0.786 -1.020 -2.171
-1.955 0.892 -0.090
1.827 -0.968 -1.317
0.790 0.920 2.175
-2.456 -0.653 -0.422
-1.166 -0.993 -2.127
2.316 -0.728 -0.857
-2.128 0.444 1.426
0.018 -2.097 -1.730
1.900 -0.305 -1.686
-0.491 -1.559 1.456
0.222 1.935 0.943
-0.191 -1.890 2.106
1.853 1.631 0.997
0.314 1.817 1.603
-1.162 1.032 -1.619
-2.259 1.080 0.127
-0.385 -2.000 -1.491
-2.425 -0.495 1.092
0.386 -2.680 -0.334
-0.774 0.712 -0.879
0.799 -0.980 -1.946
-0.065 -1.990 -1.211
0.846 1.186 -1.628
-0.719 1.073 2.188
-0.614 -1.375 -1.996
-1.843 -0.662 1.572
1.896 -1.370 0.931
0.440 -1.604 -1.898
2.143 1.541 -0.705
0.458 -2.329 -0.862
-0.994 0.359 2.127
-0.421 1.232 2.107
-0.995 0.803 -1.747
2.340 0.380 -0.580
0.774 -0.315 -1.836
0.833 2.231 1.327
-2.406 0.623 0.578
-2.342 -0.192 0.761
1.834 -1.972 -0.589
1.026 1.257 1.741
1.247 -1.261 -1.678
1.386 2.293 -0.239
2.334 0.605 0.084
-0.595 -2.584 0.175
-0.784 1.672 1.710
1.044 2.167 -0.094
-1.155 -1.089 0.034
-1.294 2.722 -0.104
0.288 -1.052 0.074
-1.147 -3.172 0.190
1.121 2.638 -0.114
1.624 -1.437 0.031
-0.723 0.160 0.063
0.121 -0.874 0.027
0.114 -0.491 0.086
0.124 -0.044 -0.040
-0.114 0.026 -0.052

**Total charge**: -1
**E_LUMO**: -0.0065 Eh
**Orbital gap**: 1.36 eV
**Energy**: -2721.710481 Ha